# 1
Formula: C21H32BN9RhS2Sb
Source: the Open Molecules 2025 dataset
Level of theory: the ωB97M-V functional and the def2-TZVPD basis

Output
* calculated total energy: -2483.26021 a.u.
* <S²>: 1.00
* HOMO level (spin up / spin down): -0.60611 / -0.60534 hartree
* frontier orbital gap (spin up / spin down): 6.64 / 4.03 eV
* total charge: +3
* 2S+1: 2

Last column: natural (NBO) charge in e.
CARTESIAN COORDINATES (ANGSTROEM)
Rh  0.054  0.118  0.182  0.805
C  0.741  -0.839  4.325  -0.292
C  0.620  0.137  3.342  0.007
N  -0.063  -0.357  2.315  -0.312
N  -0.381  -1.634  2.586  -0.339
C  0.091  -1.945  3.806  0.013
B  -1.226  -2.513  1.609  0.916
N  -2.357  -1.632  1.032  -0.347
C  -3.687  -1.811  1.039  0.028
C  -4.287  -0.736  0.403  -0.299
C  -3.225  0.068  0.011  0.003
N  -2.074  -0.482  0.392  -0.295
N  -0.338  -2.939  0.419  -0.342
C  -0.102  -4.141  -0.132  0.010
C  0.728  -3.968  -1.227  -0.295
C  0.953  -2.599  -1.291  0.016
N  0.302  -2.001  -0.301  -0.229
N  -1.788  -3.695  2.376  -0.347
C  -1.183  -4.802  2.849  0.169
C  -2.097  -5.491  3.637  -0.034
C  -3.267  -4.707  3.604  -0.052
N  -3.015  -3.631  2.916  -0.066
H  1.228  -0.751  5.274  0.266
H  0.956  1.158  3.358  0.234
H  -0.052  -2.908  4.251  0.220
H  -4.142  -2.674  1.491  0.254
H  -5.334  -0.576  0.246  0.268
H  -3.254  1.006  -0.514  0.222
H  -0.527  -5.048  0.246  0.231
H  1.118  -4.722  -1.875  0.273
H  1.547  -2.044  -1.991  0.248
H  -0.169  -5.057  2.607  0.265
H  -1.940  -6.375  4.222  0.281
H  -4.207  -4.858  4.096  0.280
C  -2.537  1.817  -4.671  -0.650
C  -2.319  2.450  -3.333  -0.591
Sb  -0.386  1.868  -2.353  1.128
C  1.188  2.331  -3.868  -0.621
C  1.938  1.114  -4.352  -0.642
C  -0.189  3.514  -0.905  -0.726
C  -0.596  3.086  0.494  -0.531
H  -3.437  2.256  -5.110  0.260
H  -2.715  0.745  -4.607  0.225
H  -1.718  2.012  -5.360  0.221
H  -3.118  2.231  -2.627  0.228
H  -2.166  3.526  -3.405  0.239
H  1.850  3.058  -3.395  0.233
H  0.634  2.819  -4.670  0.244
H  2.479  0.638  -3.536  0.209
H  2.672  1.411  -5.100  0.253
H  1.283  0.383  -4.822  0.223
H  -0.826  4.329  -1.246  0.255
H  0.851  3.840  -0.942  0.237
H  -1.676  2.986  0.577  0.236
H  -0.275  3.824  1.227  0.260
H  -0.128  2.100  0.771  0.108
S  2.440  0.372  0.057  -0.136
C  3.441  1.724  0.209  -0.005
N  4.176  2.006  1.269  -0.498
C  4.965  3.223  1.231  -0.242
C  5.133  3.597  -0.236  -0.529
S  3.718  2.837  -1.099  0.389
H  4.181  1.424  2.095  0.445
H  5.929  3.058  1.716  0.258
H  4.437  4.015  1.775  0.231
H  6.044  3.188  -0.677  0.257
H  5.108  4.671  -0.407  0.273

***

# 2
Formula: C21H32Br2GaN4SSi2
Source: the Open Molecules 2025 dataset
Level of theory: the ωB97M-V functional and the def2-TZVPD basis

Output
* calculated total energy: -9088.28277 a.u.
* energy above the lowest of the compared OMol25 structures with the same formula, charge and spin: 0.0 kJ/mol
* HOMO level: -0.40375 hartree
* frontier orbital gap: 6.42 eV
* total charge: +1
* 2S+1: 1

Last column: natural (NBO) charge in e.
CARTESIAN COORDINATES (ANGSTROEM)
Ga  -0.310  0.395  -0.711  1.569
S  -0.910  -0.056  -2.798  -0.313
C  -0.502  -1.759  -2.591  0.053
N  -0.653  -2.675  -3.545  -0.058
N  -1.117  -2.331  -4.672  -0.262
C  -1.299  -3.252  -5.735  0.174
C  -1.818  -2.756  -6.921  -0.243
C  -2.012  -3.621  -7.985  -0.186
C  -1.687  -4.964  -7.854  -0.186
C  -1.167  -5.443  -6.657  -0.180
C  -0.968  -4.592  -5.585  -0.240
N  0.010  -2.270  -1.470  -0.074
N  0.215  -1.479  -0.490  -0.478
C  0.765  -2.068  0.691  0.181
C  1.446  -1.245  1.575  -0.259
C  2.016  -1.788  2.716  -0.200
C  1.886  -3.144  2.980  -0.204
C  1.183  -3.956  2.097  -0.185
C  0.621  -3.426  0.949  -0.232
H  -1.376  -1.358  -4.844  0.397
H  -2.068  -1.705  -7.014  0.221
H  -2.416  -3.245  -8.914  0.232
H  -1.838  -5.639  -8.685  0.231
H  -0.914  -6.490  -6.558  0.231
H  -0.564  -4.951  -4.650  0.243
H  1.552  -0.186  1.373  0.230
H  2.561  -1.147  3.396  0.233
H  2.332  -3.569  3.869  0.231
H  1.073  -5.012  2.304  0.231
H  0.076  -4.051  0.256  0.241
Br  0.106  1.047  4.243  0.050
C  -0.935  -0.566  4.101  -0.523
Br  -2.091  -0.586  2.557  0.052
H  -1.564  -0.635  4.978  0.241
H  -0.253  -1.401  4.011  0.237
C  -2.287  3.643  1.886  -1.131
Si  -1.964  2.907  0.207  1.712
C  -1.949  4.216  -1.127  -1.133
C  -3.329  1.699  -0.241  -1.134
C  -0.286  1.999  0.313  -1.798
Si  1.277  3.029  -0.024  1.706
C  2.778  2.029  0.481  -1.129
C  1.429  3.423  -1.845  -1.131
C  1.214  4.585  1.002  -1.129
H  -3.221  4.210  1.890  0.252
H  -1.484  4.318  2.187  0.245
H  -2.365  2.859  2.642  0.247
H  -2.932  4.692  -1.168  0.255
H  -1.753  3.791  -2.114  0.237
H  -1.214  5.001  -0.945  0.241
H  -4.299  2.193  -0.142  0.260
H  -3.353  0.823  0.409  0.233
H  -3.251  1.357  -1.277  0.238
H  -0.199  1.664  1.356  0.301
H  2.899  1.115  -0.107  0.231
H  2.747  1.751  1.538  0.238
H  3.683  2.624  0.330  0.258
H  1.398  2.528  -2.473  0.234
H  2.390  3.909  -2.030  0.255
H  0.647  4.100  -2.189  0.248
H  1.127  4.354  2.066  0.244
H  0.373  5.224  0.728  0.242
H  2.128  5.167  0.864  0.254

***

# 3
Formula: C21H32ClCsGe2N2O8S
Source: the Open Molecules 2025 dataset
Level of theory: the ωB97M-V functional and the def2-TZVPD basis

Output
* calculated total energy: -6563.07305 a.u.
* energy above the lowest of the compared OMol25 structures with the same formula, charge and spin: 0.0 kJ/mol
* HOMO level: -0.04005 hartree
* frontier orbital gap: 5.07 eV
* total charge: -2
* 2S+1: 1

Last column: natural (NBO) charge in e.
CARTESIAN COORDINATES (ANGSTROEM)
Cs  3.169  0.944  -0.140  0.934
C  -2.261  3.261  -4.122  -0.613
C  -1.097  2.278  -4.010  -0.820
Ge  -0.486  1.666  -2.146  0.618
C  -0.758  3.418  -1.133  -0.815
C  -0.478  3.253  0.360  -0.606
C  -2.318  0.952  -1.613  -0.460
C  -2.755  -0.002  -0.776  -0.583
Ge  -1.642  -1.278  0.222  1.885
C  -2.627  -2.093  1.712  -0.882
C  -3.222  -1.050  2.659  -0.611
C  -0.779  -2.580  -0.955  -0.880
C  -1.747  -3.286  -1.903  -0.609
C  -4.222  -0.185  -0.572  -0.031
C  -4.836  -1.436  -0.686  -0.219
C  -6.202  -1.591  -0.500  -0.219
C  -6.996  -0.496  -0.190  -0.251
C  -6.405  0.756  -0.075  -0.237
C  -5.039  0.906  -0.262  -0.160
H  -2.505  3.523  -5.160  0.169
H  -2.031  4.193  -3.598  0.193
H  -3.173  2.861  -3.673  0.186
H  -0.207  2.712  -4.479  0.192
H  -1.311  1.358  -4.567  0.188
H  -1.772  3.812  -1.275  0.176
H  -0.071  4.152  -1.573  0.190
H  -1.108  2.473  0.797  0.207
H  -0.644  4.176  0.930  0.172
H  0.553  2.942  0.541  0.191
H  -3.150  1.496  -2.085  0.152
H  -1.874  -2.697  2.222  0.253
H  -3.403  -2.765  1.335  0.205
H  -2.450  -0.350  2.986  0.220
H  -3.648  -1.517  3.552  0.185
H  -4.012  -0.475  2.173  0.202
H  -0.225  -3.286  -0.335  0.239
H  -0.041  -1.998  -1.510  0.259
H  -2.471  -3.900  -1.359  0.182
H  -1.218  -3.946  -2.595  0.194
H  -2.308  -2.564  -2.504  0.208
H  -4.228  -2.296  -0.941  0.211
H  -6.649  -2.574  -0.601  0.196
H  -8.062  -0.615  -0.037  0.194
H  -7.011  1.621  0.172  0.197
H  -4.574  1.879  -0.155  0.212
O  6.526  3.547  -2.269  -0.862
Cl  6.075  2.731  -1.173  2.552
O  7.142  2.581  -0.212  -0.882
O  4.926  3.336  -0.539  -0.890
O  5.669  1.426  -1.648  -0.900
N  7.512  -3.325  2.882  -0.805
C  6.784  -2.144  2.696  0.203
C  7.384  -1.003  2.174  -0.339
C  6.608  0.124  1.959  0.058
N  5.304  0.192  2.233  -0.472
C  4.734  -0.911  2.727  0.055
C  5.422  -2.088  2.971  -0.331
H  8.497  -3.176  3.040  0.367
H  7.114  -3.944  3.571  0.369
H  8.436  -0.993  1.913  0.202
H  7.048  1.014  1.521  0.228
H  3.667  -0.846  2.921  0.244
H  4.888  -2.951  3.352  0.211
O  1.614  -0.080  2.415  -1.040
S  0.975  -1.090  1.587  2.593
O  0.567  -2.303  2.278  -1.033
O  -0.342  -0.365  1.088  -1.072
O  1.746  -1.385  0.381  -1.071